--- P ---
Formula: C22H66O22
Source: the OMol25 dataset
Level of theory: ωB97M-V/def2-TZVPD

Results
lowest unoccupied orbital energy: 0.00519 hartree
frontier orbital gap: 10.16 eV
SMILES: OCCO.OCCO.OCCO.OCCO.OCCO.OCCO.OCCO.OCCO.OCCO.OCCO.OCCO

```
! wB97M-V def2-TZVPD RIJCOSX def2/J DEFGRID3
* xyz 0 1
O 4.5840 0.1258 9.5088
O 4.9772 1.2059 2.9742
O 11.5636 0.5485 11.7978
O -0.7029 5.7914 8.9911
O 0.1157 8.8713 12.4354
O 6.8335 5.0451 17.8217
O 4.6354 -4.6492 16.1862
O 5.5730 3.0989 16.2238
O -2.4131 1.9600 8.9481
O -0.1736 -4.2537 10.4864
O 0.5183 3.7670 7.1329
O 8.4479 2.3138 8.3897
O 10.8975 3.9687 8.9206
O 2.1200 1.1771 3.4027
O 3.0759 8.0163 12.5382
O -3.2729 0.7573 6.2475
O 3.5675 1.1248 12.0222
O 1.3440 -2.5405 8.5682
O 7.6110 -3.4876 8.8861
O 11.6438 -0.4028 14.6089
O 4.6864 -2.7715 13.9748
O 7.0879 -6.4784 8.0105
C 7.8007 -5.4590 7.4155
C 2.4374 8.9883 13.3546
C 7.1217 -4.0601 7.6432
C 4.7179 4.0576 16.8920
C -3.9495 0.7962 7.4630
C 1.2714 9.6736 12.6317
C 3.0876 0.6276 4.2806
C 0.4947 5.2138 7.0050
C 4.3507 1.9360 11.1316
C 9.5138 4.2903 9.2974
C 4.1204 1.4661 9.7026
C 8.5286 3.7451 8.3389
C 10.4654 0.0854 12.5179
C 5.4597 4.6443 18.1613
C 0.0894 -2.2370 9.1642
C 10.8855 -0.9418 13.4929
C 3.4745 -3.2053 14.5918
C 3.6478 -4.6297 15.1574
C -0.7202 -3.4757 9.4062
C 0.6093 5.8827 8.4009
C -3.5932 2.0380 8.2385
C 4.3824 1.3773 4.2244
H -3.7584 2.9609 7.6826
H 1.0224 6.8853 8.2901
H 3.0366 1.4941 9.5898
H 2.4997 0.9014 2.5652
H 5.5162 0.2555 9.3198
H 2.7313 0.6122 5.3106
H 1.7507 9.7960 11.6604
H 3.2450 -0.4176 4.0143
H 3.9191 7.8307 12.9579
H 7.3346 5.0710 18.6401
H 10.9743 0.0638 15.1146
H 4.5513 1.8001 2.3520
H 4.2745 2.4387 4.4480
H 8.6770 4.0484 7.3025
H 8.7746 -5.4757 7.9048
H 7.2067 -4.0837 9.5208
H 4.9808 5.5775 18.4576
H 9.4422 5.3773 9.3333
H 9.9306 -1.3778 13.7867
H 5.0206 -3.5296 13.4898
H 10.9527 3.0103 8.9279
H -1.7650 -3.2379 9.6058
H 1.2450 5.2822 9.0516
H -0.9142 4.8562 8.9431
H 7.1887 -3.3319 6.8349
H 7.1495 -7.2336 7.4211
H 3.1399 -2.4866 15.3400
H 3.9643 2.9261 11.3733
H -4.2867 2.0070 9.0789
H 5.4438 3.9046 18.9617
H -5.0193 0.7194 7.2684
H 4.7231 -3.7587 16.5340
H 4.0321 -5.3388 14.4242
H 5.0673 0.9522 4.9580
H 9.6707 -0.4086 11.9587
H 3.7917 0.1980 11.9112
H 10.0081 0.8497 13.1462
H -0.6952 -4.0406 8.4743
H 1.2429 5.4847 6.2600
H 0.3738 8.2228 11.7764
H 0.5579 -4.7329 10.0903
H 12.2968 0.7088 12.3964
H 1.0064 10.6441 13.0513
H 8.0355 -5.7446 6.3901
H 6.0854 -4.3358 7.8384
H -0.4755 -1.6899 8.4094
H 11.5171 -1.5914 12.8869
H 9.1556 1.8752 7.9118
H 9.2716 3.9832 10.3149
H -0.4257 5.5290 6.5134
H 5.4039 1.7240 11.3160
H 2.6994 -3.1720 13.8262
H 2.0847 8.4838 14.2541
H 0.1303 -1.7248 10.1255
H 2.6563 -4.9747 15.4504
H 4.4406 4.8264 16.1708
H 0.3578 3.4046 6.2585
H 3.1868 9.7056 13.6892
H 3.7888 3.6051 17.2385
H 5.1202 2.8533 15.4137
H -3.6312 0.1117 5.6340
H -1.6182 2.0755 8.4224
H 7.5690 4.1910 8.6005
H 4.5271 2.1004 8.9149
H 1.9977 -1.8749 8.7946
H -3.6617 -0.1193 7.9799
*
```

***

--- Q ---
Formula: C22H66O22
Source: the OMol25 dataset
Level of theory: ωB97M-V/def2-TZVPD

Results
lowest unoccupied orbital energy: 0.00896 hartree
frontier orbital gap: 9.40 eV
SMILES: OCCO.OCCO.OCCO.OCCO.OCCO.OCCO.OCCO.OCCO.OCCO.OCCO.OCCO

```
! wB97M-V def2-TZVPD RIJCOSX def2/J DEFGRID3
* xyz 0 1
O 1.8243 -0.2094 7.1768
O -3.1237 2.2066 -2.6102
O 0.2583 1.4306 4.4168
O 2.3063 2.7216 -0.6882
O -0.9407 -5.3734 0.1808
O 3.4043 -3.2124 -1.5002
O -0.3747 -0.5104 1.8658
O -1.0157 -4.9434 -3.4312
O 5.1643 -1.6294 1.8468
O -3.7487 1.9856 2.4718
O -1.3257 0.4116 -1.5472
O -3.1317 0.0196 -4.7072
O -1.9317 -3.1844 -5.4952
O 4.1083 0.0996 -2.8972
O 0.2773 5.0906 1.0818
O 1.0233 1.2866 -3.0202
O -3.7567 4.9706 -0.3442
O 1.6813 -5.1704 1.3038
O 0.1063 3.8036 -5.6442
O 0.0713 -2.6244 3.4458
O 3.3763 1.3106 1.6278
O -3.5947 1.0916 6.1068
C 1.2363 2.0346 -4.1892
C 1.4303 4.2906 0.9178
C 3.2583 -0.8934 -2.3472
C -3.0717 3.5196 -1.9982
C -0.0637 2.7896 -4.6232
C -1.7627 -1.7994 -5.0802
C 0.4923 1.1746 5.7258
C 1.5613 -3.8284 1.8858
C -3.2957 1.9046 5.0008
C -3.9797 3.7286 -0.8072
C 0.4193 -3.8244 2.8758
C 1.4493 0.0346 5.8448
C 5.0233 -0.3404 1.5178
C 3.5703 -0.1154 1.7808
C -0.6057 -0.2284 -0.4412
C 1.1143 3.4256 -0.3972
C -1.2327 -4.5504 -2.1452
C 4.1303 -2.1034 -2.0622
C -3.2367 -1.2534 -5.0792
C -3.6987 1.2186 3.7028
C -0.8297 -5.6624 -1.1532
C -1.3397 -0.1634 0.8958
H 1.3143 1.8036 -2.1712
H 1.0813 4.0836 -1.0622
H -0.6257 -4.1434 2.4408
H -0.4817 -1.2254 -0.7732
H 0.1643 -5.8744 -1.4722
H -2.2427 -3.2224 -6.3742
H -2.2137 2.0126 4.9118
H -3.2657 0.1986 3.7478
H 4.0743 1.9216 2.1218
H -0.1797 5.2446 0.3608
H -1.4297 -1.8124 -3.9952
H -2.5747 1.7446 -2.0262
H -4.9677 3.6146 -0.9872
H -3.7257 2.9166 0.0438
H -1.3447 -4.3764 -4.1482
H 0.8183 -5.4044 0.8168
H -4.4967 5.0226 0.3488
H -3.9667 -1.9944 -4.5682
H -3.7547 2.9626 4.9758
H 2.1963 4.9606 0.9628
H -2.0777 -0.9174 1.1518
H 2.5813 2.0186 -0.1252
H 0.3203 0.2376 -0.3072
H -1.4697 -6.5474 -1.5492
H 0.6903 2.0906 6.3778
H 2.6763 -0.6464 -1.5022
H -4.6497 0.6786 3.8768
H 0.2473 -1.9374 2.6538
H -0.5587 -3.5944 -1.8812
H -3.6457 -1.2134 -6.0502
H -3.1767 4.1526 -2.7812
H 1.0813 -0.9864 5.5388
H -3.9417 0.3076 -4.1092
H 0.7173 -4.3454 3.6948
H 0.1243 0.1576 2.2758
H 4.7503 -1.8934 -1.4092
H -3.5767 1.6876 6.8388
H -1.7277 0.9266 0.9948
H -1.9687 3.5586 -1.8342
H -4.2127 1.5196 1.7638
H 1.5463 3.5326 1.8108
H 2.5563 -3.6154 2.2518
H 2.9783 -3.6734 -2.0812
H -0.4757 4.4836 -5.2012
H 6.0593 -1.7784 2.0158
H -0.0377 2.3476 4.2848
H 1.4913 -2.9084 1.1718
H -0.8887 2.1026 -5.0412
H 3.2933 -0.1204 2.7418
H 2.7853 -0.8204 1.3048
H -1.8157 -5.0064 0.3948
H -0.5327 2.9846 -3.6362
H 1.4463 1.4306 -4.9792
H -2.3157 -4.2244 -2.0682
H -0.4507 0.9956 6.1588
H 2.4453 -0.8944 -2.8752
H -0.7817 0.5986 -2.4232
H 0.2793 2.8296 -0.6552
H 4.7043 -2.5034 -2.7552
H 1.3513 -0.7954 7.6098
H 5.3543 0.3836 2.0738
H 2.2953 0.2756 5.4368
H 4.8333 0.3836 -2.3572
H 5.1873 -0.1214 0.5038
H -1.1997 -1.2464 -5.8182
H 2.1063 2.7456 -4.1002
*
```

***

Taking the most stable structure as the zero point, the relative energies in kJ/mol are P 0.0; Q 919.4.